1.
Computed, not measured: C34H31N2O7RuS3Si as an isolated structure in a non-equilibrium geometry, with ωB97M-V with the def2-TZVPD basis set.

```
79
Properties=species:S:1:pos:R:3
Ru 0.13 -0.44 -0.99
S -2.46 1.75 2.04
S -0.78 -1.75 4.70
S 2.24 1.41 -2.30
Si -3.82 -3.09 0.19
O 1.72 0.53 -3.35
O 4.61 0.10 8.17
O 3.07 1.43 9.08
O 2.91 -2.83 0.69
O 3.58 1.25 -1.77
O 1.11 1.44 -1.15
O 1.72 -0.97 0.25
N -1.52 0.52 -1.72
N 1.06 -1.93 -2.13
C -1.17 -1.79 -0.58
C -1.05 1.01 2.83
C -0.68 0.33 0.64
C -4.45 -4.25 -1.17
C -2.17 -2.37 -0.12
C 2.28 -0.31 7.70
C -0.21 0.37 1.98
C -4.04 -4.06 1.73
C -1.90 1.00 0.53
C 2.19 -4.09 -3.31
C -2.96 1.29 -3.51
C 1.46 -2.07 6.10
C 3.32 0.40 8.47
C 2.42 3.01 -3.06
C 2.64 -3.72 -2.04
C 1.75 4.43 -4.86
C -3.46 1.98 -1.25
C -5.04 -1.61 0.30
C 1.59 3.24 -4.17
C 3.49 5.16 -3.34
C 1.97 -2.62 -1.44
C 2.70 5.44 -4.44
C 0.26 -1.32 5.94
C 1.24 -3.30 -4.01
C -2.36 1.17 -0.81
C 0.09 -0.15 6.78
C 2.84 6.71 -5.25
C 3.32 3.97 -2.67
C -1.91 0.54 -3.02
C -3.70 2.10 -2.60
C 1.05 0.34 7.57
C 2.44 -1.56 7.01
C 2.21 -2.11 -0.07
C 0.85 -2.10 -3.42
H 2.64 -4.92 -3.81
H 1.13 -3.52 -5.07
H -3.51 -5.02 1.62
H 3.60 6.60 -6.02
H 4.26 5.85 -3.02
H 3.19 7.51 -4.61
H 3.47 -4.24 -1.53
H 3.31 -2.23 7.21
H 1.72 -2.84 5.40
H -4.83 -1.06 -0.69
H -0.90 1.06 3.90
H 3.92 3.77 -1.78
H 0.52 -1.26 -4.08
H -1.36 -0.10 -3.69
H -3.45 -3.52 2.49
H 4.67 -0.62 7.51
H -4.86 -5.23 -0.83
H -0.86 0.40 6.70
H -3.05 1.40 -4.60
H 0.67 -0.17 2.32
H -4.52 2.72 -2.98
H 0.87 1.29 8.01
H -3.65 -4.51 -1.95
H 1.94 7.06 -5.76
H -5.27 -3.69 -1.69
H 1.04 4.63 -5.71
H -4.06 2.45 -0.48
H -5.12 -4.21 2.01
H 0.74 2.57 -4.48
H -6.12 -1.70 0.37
H -4.72 -0.95 1.15
```

Summary:
- HOMO-LUMO gap (spin up / spin down): 0.08707 / 0.13491 Eh
- Relative energy (zero: lowest compared OMol25 entry of this formula, charge and spin): 2.332 eV
- Charge: -2
- Highest occupied orbital energy (spin up / spin down): 1.01 / -2.35 eV
- Spin multiplicity: 6

---

2.
Computed, not measured: C42H45BrCaN5O3S2 as an isolated structure in a non-equilibrium geometry, with ωB97M-V with the def2-TZVPD basis set.

```
99
Properties=species:S:1:pos:R:3
Br 5.00 -0.09 -6.73
Ca -0.69 0.99 0.13
S -3.29 1.43 1.50
S -1.07 -2.19 -1.14
O -0.48 0.29 -2.30
O 0.88 1.82 -1.47
O -1.55 -1.22 -0.07
N -5.75 0.53 1.94
N -1.78 3.03 -1.17
N 0.83 0.82 2.46
N -0.15 3.19 1.03
N -4.50 -0.66 0.49
C 1.54 -0.27 -4.34
C 2.23 -1.35 0.06
C 0.52 3.23 2.22
C 2.70 0.01 -0.25
C 1.55 0.91 -3.61
C 2.16 -0.86 2.51
C 0.54 2.09 3.11
C 0.70 1.03 5.26
C -1.43 -7.70 1.07
C 2.66 1.77 -3.76
C -3.43 1.77 -2.47
C -0.44 -1.25 2.96
C -1.02 4.12 -1.00
C -1.10 -5.27 1.43
C 1.02 4.39 2.64
C 3.33 -1.35 3.36
C -1.07 5.17 -1.89
C 2.30 0.59 2.08
C -2.69 3.97 -3.20
C -1.92 5.15 -2.97
C -0.20 4.28 0.22
C 3.65 1.50 -4.71
C 0.94 -0.15 4.71
C 0.28 5.55 0.63
C -2.58 2.96 -2.26
C 3.40 2.27 0.45
C -0.76 -4.84 -1.30
C -0.98 -3.77 -0.45
C 3.53 0.35 -5.47
C 0.79 -0.41 3.21
C 0.54 1.10 -2.44
C 2.47 -0.54 -5.34
C -1.04 -6.38 0.55
C -2.54 -2.32 -2.31
C 2.73 0.96 0.69
C 0.94 5.57 1.87
C -0.72 -6.11 -0.78
C 1.93 -1.68 1.32
C -4.55 0.37 1.33
C -1.08 -3.98 0.92
C 2.21 -2.30 -1.06
C 0.41 2.14 4.43
H -0.49 6.08 -1.76
H 3.64 -0.49 3.95
H -2.46 -3.25 -2.90
H 2.93 1.19 2.76
H -1.20 -5.47 2.47
H -2.24 -7.53 1.74
H -0.59 -8.21 1.61
H 0.12 3.03 4.87
H -1.29 -0.73 3.26
H 1.36 6.48 2.23
H 1.27 -0.98 5.31
H -2.28 -1.38 -2.88
H 2.49 -1.47 -5.85
H -3.35 3.95 -4.06
H -6.35 -0.25 2.21
H 1.82 -3.28 -0.79
H 0.26 6.42 0.00
H -4.34 1.95 -1.92
H 1.46 -2.66 1.38
H -1.89 5.92 -3.74
H -5.91 1.33 2.55
H -0.57 -7.00 -1.39
H 2.68 3.01 0.21
H -5.32 -1.23 0.28
H 0.69 1.15 6.33
H -0.58 -1.36 1.86
H 3.09 -2.13 4.03
H -1.80 -8.36 0.30
H -2.92 0.85 -2.10
H 4.19 -1.49 2.69
H -0.34 -2.15 3.44
H -3.60 -1.02 0.24
H 4.22 2.14 -0.34
H -3.70 1.72 -3.55
H 1.63 -2.09 -1.93
H 3.99 2.52 1.32
H 4.43 2.27 -4.70
H 2.71 2.67 -3.13
H -3.52 -2.30 -1.77
H 0.74 -0.96 -4.33
H 3.13 0.23 -1.27
H 3.24 -2.45 -1.45
H -1.30 -3.13 1.56
H -0.61 -4.67 -2.38
H 1.60 4.45 3.57
```

Summary:
- HOMO-LUMO gap: 0.27915 Eh
- Relative energy (zero: lowest compared OMol25 entry of this formula, charge and spin): 0.000 eV
- Charge: +1
- Highest occupied orbital energy: -10.03 eV
- Spin multiplicity: 1

---

3.
Computed, not measured: C11H20F2InO4 as an isolated structure in a non-equilibrium geometry, with ωB97M-V with the def2-TZVPD basis set.

```
38
Properties=species:S:1:pos:R:3
In -1.04 0.25 0.47
F -3.49 -1.40 1.69
F 0.92 0.23 1.35
O 2.27 -1.60 -0.68
O -0.99 3.73 -0.54
O 0.01 4.05 1.68
O 2.01 3.20 2.74
C -1.70 -4.07 2.03
C 2.59 -0.72 -1.82
C -2.17 -1.63 1.05
C 1.40 -0.60 -2.94
C -0.95 3.40 0.78
C -0.10 -0.99 -2.42
C -2.01 2.19 1.24
C 2.21 3.23 0.19
C -1.17 -2.50 2.03
C -0.96 0.30 -1.82
C 1.36 3.50 1.57
H -0.71 -1.37 -3.37
H -0.60 1.33 -2.25
H -1.29 -2.03 3.11
H 1.67 -1.33 -3.84
H -2.08 2.18 2.42
H -0.15 -1.86 -1.64
H -0.77 -4.79 1.89
H 1.36 0.48 -3.42
H 3.53 -1.19 -2.35
H -3.08 2.37 0.82
H 2.97 4.14 0.06
H 2.68 -1.17 0.13
H -2.29 -2.27 0.05
H -2.23 -4.31 3.06
H 1.56 3.17 -0.78
H -0.03 -2.44 1.71
H 2.89 2.27 0.30
H -2.42 -4.25 1.11
H 2.91 0.35 -1.42
H -2.09 0.15 -2.18
```

Summary:
- HOMO-LUMO gap: 0.29322 Eh
- Charge: -1
- Highest occupied orbital energy: -5.07 eV
- Spin multiplicity: 1

---

4.
Computed, not measured: a 2-piece molecular cluster, C5H13NO overall, with ωB97M-V with the def2-TZVPD basis set.

```
20
Properties=species:S:1:pos:R:3
O 0.71 -2.51 2.46
N 1.55 0.92 1.74
C 0.15 1.10 1.39
C 0.01 1.59 -0.05
C 0.06 0.45 -1.04
C -0.98 -0.96 -2.83
C -0.97 0.17 -1.84
H 0.80 2.31 -0.23
H -0.31 1.81 2.08
H -1.85 0.79 -1.71
H 0.58 -2.74 3.38
H 1.64 0.32 2.56
H -0.44 0.18 1.50
H -0.95 2.09 -0.18
H -0.35 -0.70 -3.68
H -0.55 -1.87 -2.42
H -0.15 -2.14 2.16
H 0.97 -0.13 -1.08
H 2.05 0.51 0.97
H -1.98 -1.22 -3.18
```

Summary:
- HOMO-LUMO gap: 0.35936 Eh
- Relative energy (zero: lowest compared OMol25 entry of this formula, charge and spin): 1.328 eV
- Highest occupied orbital energy: -9.03 eV
- Spin multiplicity: 1

---

What did the second record say?
Computed, not measured: C42H45BrCaN5O3S2 as an isolated structure in a non-equilibrium geometry, with ωB97M-V with the def2-TZVPD basis set.

```
99
Properties=species:S:1:pos:R:3
Br 5.00 -0.09 -6.73
Ca -0.69 0.99 0.13
S -3.29 1.43 1.50
S -1.07 -2.19 -1.14
O -0.48 0.29 -2.30
O 0.88 1.82 -1.47
O -1.55 -1.22 -0.07
N -5.75 0.53 1.94
N -1.78 3.03 -1.17
N 0.83 0.82 2.46
N -0.15 3.19 1.03
N -4.50 -0.66 0.49
C 1.54 -0.27 -4.34
C 2.23 -1.35 0.06
C 0.52 3.23 2.22
C 2.70 0.01 -0.25
C 1.55 0.91 -3.61
C 2.16 -0.86 2.51
C 0.54 2.09 3.11
C 0.70 1.03 5.26
C -1.43 -7.70 1.07
C 2.66 1.77 -3.76
C -3.43 1.77 -2.47
C -0.44 -1.25 2.96
C -1.02 4.12 -1.00
C -1.10 -5.27 1.43
C 1.02 4.39 2.64
C 3.33 -1.35 3.36
C -1.07 5.17 -1.89
C 2.30 0.59 2.08
C -2.69 3.97 -3.20
C -1.92 5.15 -2.97
C -0.20 4.28 0.22
C 3.65 1.50 -4.71
C 0.94 -0.15 4.71
C 0.28 5.55 0.63
C -2.58 2.96 -2.26
C 3.40 2.27 0.45
C -0.76 -4.84 -1.30
C -0.98 -3.77 -0.45
C 3.53 0.35 -5.47
C 0.79 -0.41 3.21
C 0.54 1.10 -2.44
C 2.47 -0.54 -5.34
C -1.04 -6.38 0.55
C -2.54 -2.32 -2.31
C 2.73 0.96 0.69
C 0.94 5.57 1.87
C -0.72 -6.11 -0.78
C 1.93 -1.68 1.32
C -4.55 0.37 1.33
C -1.08 -3.98 0.92
C 2.21 -2.30 -1.06
C 0.41 2.14 4.43
H -0.49 6.08 -1.76
H 3.64 -0.49 3.95
H -2.46 -3.25 -2.90
H 2.93 1.19 2.76
H -1.20 -5.47 2.47
H -2.24 -7.53 1.74
H -0.59 -8.21 1.61
H 0.12 3.03 4.87
H -1.29 -0.73 3.26
H 1.36 6.48 2.23
H 1.27 -0.98 5.31
H -2.28 -1.38 -2.88
H 2.49 -1.47 -5.85
H -3.35 3.95 -4.06
H -6.35 -0.25 2.21
H 1.82 -3.28 -0.79
H 0.26 6.42 0.00
H -4.34 1.95 -1.92
H 1.46 -2.66 1.38
H -1.89 5.92 -3.74
H -5.91 1.33 2.55
H -0.57 -7.00 -1.39
H 2.68 3.01 0.21
H -5.32 -1.23 0.28
H 0.69 1.15 6.33
H -0.58 -1.36 1.86
H 3.09 -2.13 4.03
H -1.80 -8.36 0.30
H -2.92 0.85 -2.10
H 4.19 -1.49 2.69
H -0.34 -2.15 3.44
H -3.60 -1.02 0.24
H 4.22 2.14 -0.34
H -3.70 1.72 -3.55
H 1.63 -2.09 -1.93
H 3.99 2.52 1.32
H 4.43 2.27 -4.70
H 2.71 2.67 -3.13
H -3.52 -2.30 -1.77
H 0.74 -0.96 -4.33
H 3.13 0.23 -1.27
H 3.24 -2.45 -1.45
H -1.30 -3.13 1.56
H -0.61 -4.67 -2.38
H 1.60 4.45 3.57
```

Summary:
- HOMO-LUMO gap: 0.27915 Eh
- Relative energy (zero: lowest compared OMol25 entry of this formula, charge and spin): 0.000 eV
- Charge: +1
- Highest occupied orbital energy: -10.03 eV
- Spin multiplicity: 1